# 1
A 2-piece molecular cluster, C6H13NO overall, computed with the ωB97M-V functional and the def2-TZVPD basis.

Results
**Strongest force on any atom**: 0.80 eV Å⁻¹
**Energy above the lowest of the compared OMol25 structures with the same formula, charge and spin**: 2.099 eV
**LUMO level**: 0.913 eV
**Gap between HOMO and LUMO**: 8.8 eV
**Total charge**: 0
**Energy**: -9969.07515 eV

Positions of all 21 atoms, in Å:
O1 -2.389 2.820 -2.178
N1 3.697 -0.496 1.188
C1 2.500 0.112 0.795
C2 1.658 -0.381 -0.107
C3 -0.850 -0.119 0.322
C4 0.363 0.294 -0.502
C5 -2.823 -1.595 0.825
C6 -1.550 -1.223 0.112
H1 -2.515 2.173 -2.898
H2 -1.544 3.254 -2.325
H3 -1.210 -1.938 -0.635
H4 3.720 -1.503 1.127
H5 -1.194 0.661 1.002
H6 4.106 -0.114 2.030
H7 0.462 1.371 -0.463
H8 -3.157 -2.579 0.499
H9 0.167 0.028 -1.533
H10 -3.614 -0.867 0.655
H11 -2.726 -1.675 1.909
H12 2.329 1.057 1.280
H13 1.875 -1.336 -0.586


# 2
A 2-piece molecular cluster, C6H13NO overall, computed with the ωB97M-V functional and the def2-TZVPD basis.

Results
**Strongest force on any atom**: 0.66 eV Å⁻¹
**Energy above the lowest of the compared OMol25 structures with the same formula, charge and spin**: 2.010 eV
**LUMO level**: 0.585 eV
**Gap between HOMO and LUMO**: 8.6 eV
**Total charge**: 0
**Energy**: -9969.16417 eV

Positions of all 21 atoms, in Å:
O1 0.289 2.480 4.107
N1 1.660 -0.277 0.325
C1 -1.076 1.027 -2.888
C2 -0.191 -0.596 -1.150
C3 0.131 0.547 -2.068
C4 0.480 -0.908 -0.042
C5 -0.602 -1.853 1.968
C6 0.053 -2.031 0.830
H1 -1.090 -1.162 -1.389
H2 0.987 1.899 3.786
H3 1.947 -0.286 1.286
H4 0.542 1.385 -1.482
H5 -0.522 2.207 3.673
H6 -0.760 1.321 -3.886
H7 -0.892 -2.722 2.536
H8 0.299 -3.050 0.526
H9 -1.581 1.865 -2.429
H10 0.939 0.287 -2.751
H11 -0.846 -0.841 2.276
H12 -1.777 0.210 -3.015
H13 2.008 0.497 -0.211


# 3
One molecule with the formula C6H13NO at a distorted geometry, computed with the ωB97M-V functional and the def2-TZVPD basis.

Results
**Strongest force on any atom**: 3.48 eV Å⁻¹
**Energy above the lowest of the compared OMol25 structures with the same formula, charge and spin**: 2.415 eV
**LUMO level**: 0.858 eV
**Gap between HOMO and LUMO**: 9.3 eV
**Total charge**: 0
**Energy**: -9968.75900 eV

Positions of all 21 atoms, in Å:
O1 -1.525 0.066 2.018
N1 1.110 0.196 1.404
C1 -0.673 0.846 -0.511
C2 0.869 -0.059 0.051
C3 0.628 -1.539 -0.191
C4 -1.937 -0.304 0.914
C5 1.969 0.494 -0.836
C6 -2.128 0.455 -0.351
H1 1.570 -2.073 -0.053
H2 1.740 0.315 -1.885
H3 2.087 1.567 -0.688
H4 -0.460 1.802 -0.041
H5 -0.478 0.961 -1.578
H6 -2.784 1.310 -0.181
H7 -0.068 -1.958 0.532
H8 0.253 0.030 1.978
H9 2.913 0.004 -0.593
H10 0.284 -1.722 -1.206
H11 -2.299 -1.346 0.801
H12 -2.479 -0.195 -1.154
H13 1.407 1.152 1.569


- LUMO level of number 3 (C6H13NO)?
  0.858 eV